(1)
A structure of composition C16H16AsBr4F6N3O2SiTl. Source: the OMol25 dataset; level of theory: wB97M-V/def2-TZVPD.

XYZ file:
```
50
Properties=species:S:1:pos:R:3:forces:R:3:nbo_charge:R:1
Tl -0.211 -0.863 -0.955 0.1 0.3 -0.3 0.790
C 3.447 -2.063 0.736 0.1 0.0 0.0 -0.651
C 3.372 -0.573 0.547 0.0 0.1 0.2 0.247
C 4.397 0.273 1.042 0.0 0.0 0.1 -0.203
C 4.283 1.648 0.908 0.0 -0.1 0.0 -0.178
C 3.178 2.164 0.264 0.0 -0.1 -0.1 -0.194
C 2.209 1.269 -0.282 0.0 0.2 -0.2 0.321
N 2.330 -0.092 -0.082 0.2 0.0 -0.1 -0.462
N 1.202 1.642 -1.031 -0.5 -0.4 0.3 -0.766
Si 0.494 3.156 -1.572 0.5 0.2 -0.2 1.777
C 1.862 3.979 -2.556 0.1 0.1 0.0 -1.118
C -0.882 2.756 -2.732 -0.2 -0.1 -0.1 -1.138
C -0.022 4.220 -0.153 -0.1 -0.1 0.3 -1.139
H 3.902 -2.528 -0.144 0.0 0.0 0.0 0.233
H 2.447 -2.478 0.850 0.0 0.0 0.0 0.249
H 4.053 -2.322 1.605 0.0 0.0 0.0 0.219
H 5.249 -0.161 1.551 -0.1 0.0 -0.1 0.220
H 5.049 2.304 1.304 0.0 0.0 0.0 0.225
H 3.042 3.229 0.127 0.0 -0.1 0.0 0.226
H 2.249 3.291 -3.314 0.0 0.1 0.0 0.237
H 2.693 4.285 -1.911 -0.1 0.0 -0.1 0.225
H 1.478 4.871 -3.063 0.1 -0.1 0.0 0.240
H -0.574 1.941 -3.393 0.0 0.1 -0.1 0.235
H -1.123 3.628 -3.347 0.0 -0.1 0.0 0.243
H -1.788 2.452 -2.210 -0.1 0.0 0.0 0.271
H 0.799 4.381 0.551 0.0 0.0 0.0 0.228
H -0.861 3.767 0.385 0.2 0.1 -0.1 0.282
H -0.351 5.193 -0.530 0.0 0.0 0.0 0.246
Br -1.900 -8.236 0.726 0.0 -0.1 0.0 0.179
C -1.955 -6.383 0.517 -0.4 0.1 0.0 -0.106
C -3.301 -5.713 0.502 0.4 -0.4 0.0 -0.116
Br -4.826 -6.786 0.617 0.0 0.0 0.0 0.173
C -3.426 -4.384 0.405 0.1 0.3 0.0 -0.221
Br -5.041 -3.460 0.390 0.0 0.0 0.0 0.195
C -2.217 -3.529 0.329 -0.1 -0.5 0.0 0.426
O -2.266 -2.335 0.317 0.0 0.3 0.0 -0.428
C -0.838 -4.227 0.242 -0.3 -0.4 0.0 0.505
O 0.143 -3.563 0.053 0.2 0.2 0.0 -0.484
C -0.810 -5.697 0.382 0.1 0.2 0.0 -0.242
Br 0.893 -6.471 0.368 0.0 0.0 0.0 0.149
N -0.931 -0.124 2.571 0.1 0.0 0.1 -0.649
C -0.203 -0.582 1.800 0.1 -0.2 0.1 0.229
H -1.659 0.429 2.995 -0.1 0.1 -0.1 0.482
F -1.869 1.113 0.073 0.3 0.0 -0.2 -0.665
As -3.402 1.684 0.735 -0.3 -0.3 -0.1 2.848
F -3.697 0.084 1.331 0.0 -0.2 0.0 -0.632
F -2.567 2.020 2.231 0.2 0.2 0.3 -0.647
F -4.881 2.231 1.407 -0.1 0.1 0.1 -0.614
F -3.017 3.269 0.173 0.0 0.1 -0.1 -0.624
F -4.156 1.289 -0.761 0.0 0.0 -0.2 -0.620
```
Forces are in eV/Å.

The value obtained for the HOMO energy (alpha / beta) is -8.93 / -8.97 eV. The lowest unoccupied orbital energy (alpha / beta) comes out at -2.7 / -2.7 eV. For the energy above the lowest of the compared OMol25 structures with the same formula, charge and spin, the calculation gives 0.571 eV. The multiplicity is 2. Its total charge is 0.

***

(2)
A structure of composition C31H68BNbO12PS4 in a non-equilibrium geometry. Source: the OMol25 dataset; level of theory: wB97M-V/def2-TZVPD.

XYZ file:
```
118
Properties=species:S:1:pos:R:3:forces:R:3:lowdin_charge:R:1
C 2.303 2.147 3.894 0.4 -0.5 -0.2 -0.105
C 2.986 1.772 2.564 -0.6 0.9 0.1 -0.234
C 2.448 2.587 1.365 0.0 -0.5 0.0 -0.200
C 2.203 1.754 0.098 0.4 0.3 -0.3 -0.205
C 2.871 2.384 -1.127 -0.8 -0.2 -0.1 -0.216
C 2.512 1.665 -2.431 -0.2 0.0 0.3 -0.196
C 1.106 2.011 -2.989 0.9 -0.2 0.3 -0.197
C 0.238 0.776 -3.179 -0.2 0.5 -0.2 -0.214
C -1.207 1.069 -3.597 0.8 0.4 0.3 -0.211
C -1.957 1.996 -2.632 -0.2 -0.4 -0.4 -0.333
C -3.480 1.783 -2.646 0.5 -0.7 0.8 -0.313
Nb -4.581 2.496 -0.773 0.1 2.8 -0.3 1.681
C -5.431 2.638 1.312 1.1 -1.3 0.1 -0.375
C -4.884 3.784 2.177 -0.3 0.0 0.1 -0.194
C -5.952 3.959 -1.792 -0.6 -0.1 0.0 -0.181
B -6.680 4.958 -0.866 0.3 0.2 -0.1 -0.816
O -6.286 6.300 -0.734 -0.5 -0.1 -0.1 0.101
O -7.782 4.613 -0.128 0.0 -0.3 0.1 0.130
O -3.103 3.785 -0.461 -1.7 -0.6 -0.8 -0.434
C -2.968 5.000 -1.170 1.5 0.2 0.4 -0.362
C -1.528 5.501 -1.006 -0.5 -0.3 0.4 -0.074
P -3.065 0.646 0.322 -0.3 0.1 0.1 0.179
S -1.979 1.325 1.849 0.5 0.0 0.2 -0.024
C -6.083 0.839 -1.098 0.0 -0.2 -0.2 -0.301
C -7.453 1.054 -0.872 0.0 -0.1 0.0 -0.147
C -8.409 0.058 -1.022 0.2 -0.3 -0.1 -0.107
C -8.025 -1.224 -1.403 0.3 0.5 0.0 -0.117
C -6.681 -1.473 -1.651 -0.2 0.0 0.2 -0.112
C -5.739 -0.462 -1.500 -0.3 0.1 0.0 -0.176
H 1.839 3.123 3.840 -0.1 0.3 0.1 0.062
H 3.015 2.125 4.714 0.1 0.1 0.2 0.057
H 1.541 1.417 4.132 -0.4 0.0 0.1 0.062
H 4.043 1.995 2.655 0.3 -0.4 -0.1 0.093
H 2.811 0.723 2.364 0.3 -0.3 0.0 0.088
H 1.522 3.075 1.641 -0.3 0.1 0.1 0.098
H 3.149 3.380 1.119 0.2 0.2 0.0 0.099
H 1.133 1.664 -0.075 -0.2 -0.2 0.0 0.102
H 2.625 0.757 0.205 -0.1 -0.2 0.1 0.079
H 3.944 2.384 -0.961 0.3 0.1 0.0 0.107
H 2.514 3.411 -1.180 0.2 0.3 -0.1 0.107
H 3.272 1.864 -3.181 0.1 0.0 -0.2 0.099
H 2.540 0.598 -2.216 0.2 -0.3 -0.1 0.084
H 0.654 2.729 -2.313 -0.3 0.1 0.1 0.093
H 1.276 2.506 -3.941 -0.4 0.2 -0.2 0.108
H 0.706 0.187 -3.966 0.1 -0.4 0.0 0.112
H 0.262 0.206 -2.253 -0.1 -0.2 0.1 0.082
H -1.133 1.569 -4.561 -0.3 -0.1 -0.4 0.107
H -1.722 0.122 -3.719 -0.2 -0.1 -0.1 0.099
H -1.750 3.016 -2.940 0.1 0.3 0.2 0.088
H -1.534 1.886 -1.637 0.0 0.0 0.3 0.050
H -3.687 0.741 -2.882 -0.1 -0.1 0.0 0.013
H -3.889 2.361 -3.477 -0.4 0.2 0.0 0.048
H -6.515 2.636 1.269 -0.3 0.2 -0.4 0.028
H -5.190 1.700 1.813 -0.1 -0.1 0.2 0.006
H -4.632 3.410 3.164 0.1 -0.1 0.2 0.050
H -5.645 4.547 2.334 -0.1 0.2 -0.1 0.055
H -3.991 4.265 1.795 0.1 0.0 -0.2 0.037
H -6.720 3.341 -2.258 0.0 -0.3 0.0 0.037
H -5.468 4.500 -2.604 0.4 0.0 0.0 0.033
H -6.022 6.630 -1.592 0.5 0.1 0.0 0.082
H -8.108 5.400 0.311 -0.1 0.1 0.2 0.097
H -3.625 5.746 -0.732 -0.4 0.1 -0.2 0.100
H -3.155 4.875 -2.234 -0.4 -0.1 -0.2 0.090
H -1.431 5.950 -0.024 0.1 0.3 0.1 0.069
H -1.253 6.212 -1.777 0.1 0.2 -0.1 0.066
H -0.869 4.641 -1.000 0.3 -0.1 -0.3 0.059
H -3.834 -0.456 0.756 0.1 -0.2 -0.2 -0.091
H -2.255 0.066 -0.689 0.0 -0.4 0.2 -0.101
H -7.785 2.032 -0.555 -0.1 0.2 0.0 0.069
H -9.454 0.261 -0.848 -0.2 0.1 0.1 0.089
H -8.762 -2.004 -1.500 -0.1 -0.2 -0.1 0.086
H -6.384 -2.470 -1.940 0.2 -0.1 -0.1 0.089
H -4.704 -0.699 -1.697 0.2 -0.1 -0.1 0.054
O -1.089 -5.165 1.877 -0.3 -0.1 0.1 -0.278
S -0.340 -4.694 3.002 0.5 0.2 -0.2 0.552
O -0.790 -4.965 4.333 -0.2 0.0 0.0 -0.282
O -0.046 -3.154 2.816 0.1 0.0 0.0 -0.282
C -1.125 -2.225 2.528 -0.5 0.5 0.0 -0.272
C -1.953 -1.898 3.750 -0.1 -0.3 0.2 -0.083
C 1.334 -5.217 2.855 0.1 -0.1 -0.1 -0.120
H -1.742 -2.611 1.715 0.1 -0.2 0.0 0.116
H -0.634 -1.322 2.168 0.1 0.0 0.0 0.073
H -2.524 -2.762 4.091 0.0 0.0 0.0 0.073
H -2.648 -1.093 3.512 0.1 0.1 -0.1 0.044
H -1.312 -1.581 4.573 0.0 0.1 0.0 0.086
H 1.688 -4.984 1.853 0.0 0.0 0.0 0.053
H 1.358 -6.291 3.027 -0.1 0.0 0.0 0.073
H 1.926 -4.705 3.608 0.0 0.0 0.0 0.075
O 3.533 -1.592 0.409 0.3 -0.2 0.2 -0.280
S 2.836 -2.489 -0.462 -0.7 0.2 -0.4 0.563
O 2.924 -3.906 -0.266 0.2 0.0 0.2 -0.282
O 3.227 -2.147 -1.964 -0.1 0.0 0.0 -0.264
C 4.632 -2.094 -2.286 0.5 0.0 -0.1 -0.250
C 5.261 -3.466 -2.398 -0.1 -0.2 0.1 -0.076
C 1.142 -2.032 -0.549 0.0 0.0 0.0 -0.091
H 5.148 -1.481 -1.546 -0.1 0.0 0.1 0.114
H 4.687 -1.569 -3.238 -0.2 0.0 0.0 0.121
H 5.282 -3.968 -1.433 0.1 0.0 0.0 0.060
H 6.288 -3.377 -2.752 0.0 0.1 0.0 0.080
H 4.698 -4.096 -3.087 0.0 0.1 -0.1 0.084
H 1.072 -0.962 -0.732 0.0 0.0 0.1 0.046
H 0.696 -2.285 0.412 0.1 0.0 0.0 0.059
H 0.667 -2.599 -1.346 0.0 0.0 0.0 0.089
O 7.871 -3.872 -0.196 0.1 0.0 -0.3 -0.276
S 8.556 -3.960 1.056 -0.2 0.1 0.4 0.563
O 9.972 -4.162 1.084 0.1 0.0 -0.1 -0.277
O 7.848 -5.069 1.944 0.0 0.0 0.1 -0.261
C 7.655 -6.374 1.360 0.0 -0.4 -0.2 -0.248
C 8.931 -7.191 1.324 0.1 0.2 0.0 -0.074
C 8.144 -2.575 2.057 -0.1 0.0 0.0 -0.115
H 7.218 -6.267 0.367 0.0 0.1 0.0 0.114
H 6.914 -6.858 1.993 0.0 0.2 0.1 0.122
H 9.659 -6.762 0.637 0.0 0.0 0.0 0.071
H 8.710 -8.208 0.996 -0.1 0.0 0.0 0.080
H 9.391 -7.228 2.311 0.0 0.0 0.0 0.083
H 7.064 -2.449 2.054 0.0 0.0 0.0 0.078
H 8.630 -1.708 1.615 0.0 0.0 0.0 0.077
H 8.518 -2.747 3.062 0.0 0.0 0.0 0.075
```
Forces are in eV/Å.

The value obtained for the HOMO energy is -4.53 eV. The lowest unoccupied orbital energy comes out at 1.8 eV. Its total charge is -1.

***

(3)
A cluster of 2 separate species, C4H12 in total in a non-equilibrium geometry. Source: the OMol25 dataset; level of theory: wB97M-V/def2-TZVPD.

XYZ file:
```
16
Properties=species:S:1:pos:R:3:forces:R:3:nbo_charge:R:1
C 1.264 -2.420 0.109 -0.2 -0.4 1.7 -0.609
C 0.322 -1.647 1.042 -0.9 1.2 -0.9 -0.614
H 1.784 -3.162 0.719 0.4 0.0 -0.3 0.203
H 0.679 -2.963 -0.623 0.1 0.0 -0.3 0.205
H 1.975 -1.742 -0.345 0.1 -0.1 -0.3 0.210
H -0.469 -1.279 0.386 -0.3 -0.2 0.2 0.200
H -0.174 -2.130 1.879 0.3 -0.6 -0.1 0.207
H 0.699 -0.701 1.432 0.6 -0.2 0.1 0.201
C -0.886 1.252 -0.706 -1.4 1.1 -0.1 -0.617
C -0.622 2.760 -0.450 1.1 -0.9 -0.1 -0.612
H -0.397 0.890 -1.606 0.2 -0.2 0.2 0.207
H -0.699 0.653 0.171 0.4 -0.1 0.0 0.207
H -1.964 1.159 -0.863 0.0 -0.3 -0.3 0.201
H -1.524 3.344 -0.312 0.0 0.1 0.1 0.206
H 0.028 2.812 0.422 -0.2 0.4 0.2 0.202
H -0.016 3.174 -1.256 -0.3 0.2 -0.1 0.204
```
Forces are in eV/Å.

The value obtained for the HOMO energy is -11.41 eV. The lowest unoccupied orbital energy comes out at 1.2 eV. As for the SMILES: CC.CC. For the energy above the lowest of the compared OMol25 structures with the same formula, charge and spin, the calculation gives 0.485 eV. Its total charge is 0.

***

(4)
The ion C4H10N3 with charge +1 in a non-equilibrium geometry. Source: the OMol25 dataset; level of theory: wB97M-V/def2-TZVPD.

XYZ file:
```
17
Properties=species:S:1:pos:R:3:forces:R:3:mulliken_spin:R:1
C -1.171 -0.246 0.738 -2.0 -0.5 -0.4 -0.013
C 0.920 -0.990 -0.126 3.1 -0.5 -0.2 0.000
C -0.515 -0.767 -0.558 2.3 3.4 3.5 0.018
C 0.723 1.164 0.754 4.0 7.2 1.0 0.641
N -0.495 0.938 1.157 -2.2 -2.7 0.5 0.577
N 1.561 0.289 0.273 1.4 -6.3 -2.7 0.650
N -0.442 0.262 -1.546 -0.7 1.1 2.9 0.037
H -2.144 0.136 0.468 -0.9 -0.3 0.1 0.013
H -1.332 -0.971 1.590 0.5 0.4 -0.9 0.054
H 0.913 -1.614 0.803 0.2 -0.1 -0.7 0.049
H 1.484 -1.501 -0.989 -0.4 0.8 1.6 0.001
H -0.671 -1.690 -0.932 -2.2 -3.1 -0.8 -0.008
H 1.274 2.092 0.872 -1.2 0.4 0.6 0.031
H -1.003 1.705 1.476 -1.1 1.3 0.8 -0.036
H 2.415 0.622 -0.178 -0.4 -0.3 0.2 -0.019
H -0.275 -0.295 -2.285 0.1 -0.8 -4.4 0.003
H -1.240 0.866 -1.515 -0.4 0.0 -1.0 0.003
```
Forces are in eV/Å.

The value obtained for the HOMO energy (alpha / beta) is -9.80 / -14.06 eV. The lowest unoccupied orbital energy (alpha / beta) comes out at -3.0 / -8.1 eV. For the energy above the lowest of the compared OMol25 structures with the same formula, charge and spin, the calculation gives 2.415 eV. The multiplicity is 3. Its total charge is +1.

***

- Which value of total charge does entry 4 give?
  +1